1.
# C18H19N3O2

One molecule with the formula C18H19N3O2 (ωB97M-V/def2-TZVPD, the OMol25 dataset).

Structure (XYZ):
```
42
Properties=species:S:1:pos:R:3:lowdin_charge:R:1
C 0.88 -5.56 -0.87 -0.05
C 0.46 -4.13 -1.08 -0.24
C -0.88 -3.80 -1.19 -0.03
C -1.30 -2.50 -1.38 0.00
C -0.35 -1.48 -1.47 -0.18
N -0.75 -0.14 -1.65 0.02
C 0.14 0.95 -1.31 -0.10
C -0.77 2.19 -1.28 -0.18
C -1.22 2.50 0.15 -0.42
O -2.36 2.36 0.53 0.10
N -0.19 2.94 0.93 0.13
C -0.21 3.29 2.28 -0.20
C 0.97 3.75 2.87 -0.02
C 0.97 4.10 4.20 -0.07
C -0.21 3.99 4.91 -0.16
N -1.34 3.56 4.37 0.07
C -1.35 3.22 3.09 -0.07
C -1.95 1.80 -2.16 -0.03
C -1.92 0.28 -2.21 -0.42
O -2.78 -0.42 -2.68 0.09
C 0.99 -1.81 -1.37 0.02
C 1.41 -3.11 -1.17 -0.23
C 2.87 -3.43 -1.06 -0.05
H 1.52 -5.89 -1.68 0.08
H 1.44 -5.66 0.06 0.08
H 0.01 -6.21 -0.82 0.08
H -1.63 -4.58 -1.12 0.11
H -2.35 -2.27 -1.46 0.11
H 0.61 0.75 -0.34 0.13
H 0.92 1.06 -2.07 0.13
H -0.24 3.07 -1.66 0.15
H 0.71 3.05 0.49 0.14
H 1.88 3.82 2.27 0.11
H 1.87 4.45 4.68 0.10
H -0.27 4.25 5.96 0.10
H -2.29 2.88 2.70 0.11
H -2.90 2.12 -1.73 0.13
H -1.87 2.19 -3.17 0.13
H 1.75 -1.04 -1.45 0.10
H 3.09 -3.88 -0.10 0.08
H 3.47 -2.52 -1.16 0.07
H 3.17 -4.13 -1.84 0.08
```

The orbital gap is 8.50 eV. The calculation puts the maximum force at 0.66 eV/Å. The energy relative to the best compared isomer or geometry (same formula, charge and spin) is 11.2 kcal per mole. As for the SMILES: Cc1ccc(N2C[C@H](C(=O)Nc3cccnc3)CC2=O)cc1C. The total energy comes out at -1012.11349 a.u. As for the multiplicity: 1.

2.
# C18H19N3O5

One molecule with the formula C18H19N3O5 in a non-equilibrium geometry (ωB97M-V/def2-TZVPD, the OMol25 dataset).

Structure (XYZ):
```
45
Properties=species:S:1:pos:R:3:lowdin_charge:R:1
C -4.40 1.16 0.08 -0.05
C -3.07 1.76 -0.20 -0.27
C -2.39 1.51 -1.39 -0.05
C -1.15 2.01 -1.70 0.00
C -0.53 2.89 -0.79 -0.25
O 0.73 3.34 -1.14 -0.05
C 1.72 3.61 -0.12 -0.07
C 1.94 2.51 0.88 -0.44
O 1.55 2.68 2.03 0.08
O 2.52 1.35 0.42 -0.03
N 2.92 0.39 1.44 0.07
C 2.12 -0.72 1.58 -0.38
N 0.88 -0.46 1.78 0.21
C 2.67 -2.11 1.52 -0.07
C 2.14 -2.85 0.31 -0.21
C 1.27 -3.96 0.44 -0.01
C 0.88 -4.64 -0.71 0.02
C 1.27 -4.22 -2.00 -0.14
N 0.74 -4.86 -3.18 -0.35
O 1.12 -4.42 -4.25 0.08
O -0.06 -5.79 -3.07 0.08
C 2.10 -3.11 -2.09 0.01
C 2.52 -2.45 -0.95 -0.02
C -1.21 3.22 0.42 0.04
C -2.47 2.62 0.70 -0.22
C -3.17 2.97 2.01 -0.05
H -4.52 0.22 -0.48 0.09
H -4.55 0.97 1.16 0.08
H -5.17 1.84 -0.26 0.09
H -2.85 0.85 -2.09 0.10
H -0.66 1.71 -2.61 0.11
H 1.40 4.52 0.43 0.13
H 2.64 3.86 -0.64 0.13
H 0.57 0.52 1.81 0.12
H 0.23 -1.23 1.80 0.13
H 3.75 -2.10 1.51 0.12
H 2.35 -2.61 2.45 0.13
H 1.04 -4.38 1.42 0.11
H 0.25 -5.49 -0.62 0.11
H 2.45 -2.67 -3.05 0.14
H 3.17 -1.57 -1.03 0.13
H -0.75 3.92 1.12 0.11
H -3.22 2.08 2.64 0.08
H -4.15 3.39 1.84 0.07
H -2.64 3.75 2.56 0.07
```

The orbital gap is 7.59 eV. The calculation puts the maximum force at 5.48 eV/Å. The energy relative to the best compared isomer or geometry (same formula, charge and spin) is 168.2 kcal per mole. As for the SMILES: Cc1ccc(OCC(=O)O/N=C(\N)Cc2ccc([N+](=O)[O-])cc2)cc1C. The total energy comes out at -1237.59234 a.u. As for the multiplicity: 1.

3.
# C18H19N3O7S

One molecule with the formula C18H19N3O7S in a non-equilibrium geometry (ωB97M-V/def2-TZVPD, the OMol25 dataset).

Structure (XYZ):
```
48
Properties=species:S:1:pos:R:3:lowdin_charge:R:1
O -0.96 2.55 0.10 0.10
C -1.34 1.53 0.64 -0.45
C -2.53 1.55 1.60 -0.07
O -2.44 2.67 2.46 0.01
C -1.27 2.74 3.14 -0.44
O -0.44 1.87 3.08 0.13
C -1.16 3.95 3.96 -0.11
C -0.02 4.13 4.80 0.01
C 0.12 5.23 5.56 0.02
C -0.87 6.29 5.55 -0.46
O -0.85 7.32 6.19 0.06
N -1.95 6.04 4.69 0.14
C -2.10 4.94 3.94 0.00
N -0.82 0.29 0.44 0.14
C 0.28 -0.06 -0.35 -0.19
C 1.04 0.86 -1.07 0.01
C 2.12 0.43 -1.82 -0.05
C 2.46 -0.91 -1.88 -0.07
C 1.70 -1.82 -1.17 -0.27
S 2.03 -3.57 -1.32 0.67
O 3.42 -3.77 -1.59 -0.27
O 1.42 -4.25 -0.21 -0.28
N 1.19 -4.04 -2.68 -0.23
C -0.25 -3.99 -2.60 -0.18
C -0.82 -4.79 -3.76 -0.18
O -0.35 -4.30 -5.00 -0.13
C 1.05 -4.36 -5.07 -0.18
C 1.69 -3.54 -3.94 -0.18
C 0.62 -1.42 -0.42 0.00
H -2.58 0.63 2.20 0.13
H -3.46 1.69 1.04 0.14
H 0.72 3.34 4.80 0.13
H 0.97 5.38 6.20 0.12
H -2.65 6.77 4.67 0.17
H -2.98 4.88 3.31 0.14
H -1.19 -0.47 0.99 0.15
H 0.78 1.90 -1.03 0.10
H 2.71 1.16 -2.36 0.11
H 3.31 -1.26 -2.44 0.11
H -0.53 -4.42 -1.64 0.12
H -0.61 -2.95 -2.65 0.13
H -1.91 -4.71 -3.79 0.13
H -0.54 -5.85 -3.65 0.13
H 1.33 -3.96 -6.04 0.13
H 1.39 -5.41 -4.98 0.13
H 2.77 -3.66 -3.94 0.12
H 1.43 -2.48 -4.08 0.13
H 0.07 -2.17 0.13 0.12
```

The orbital gap is 9.25 eV. The calculation puts the maximum force at 1.02 eV/Å. The energy relative to the best compared isomer or geometry (same formula, charge and spin) is 28.0 kcal per mole. As for the SMILES: O=C(COC(=O)c1ccc(=O)[nH]c1)Nc1cccc(S(=O)(=O)N2CCOCC2)c1. The total energy comes out at -1786.48692 a.u. As for the multiplicity: 1.

4.
# C18H19N3OS

One molecule with the formula C18H19N3OS (ωB97M-V/def2-TZVPD, the OMol25 dataset).

Structure (XYZ):
```
42
Properties=species:S:1:pos:R:3:lowdin_charge:R:1
C -1.32 -0.07 3.10 -0.10
C -0.48 0.25 1.88 -0.51
S 0.69 1.63 2.30 1.01
C 0.97 2.28 0.66 -0.54
C 2.25 2.21 0.11 -0.11
C 2.48 2.71 -1.16 -0.08
C 1.44 3.27 -1.88 -0.08
C 0.17 3.35 -1.33 -0.09
C -0.06 2.87 -0.06 -0.12
C 0.42 -0.92 1.52 -0.51
O 1.01 -1.54 2.38 0.06
N 0.58 -1.22 0.20 -0.06
C 1.56 -2.25 -0.12 -0.15
C 2.94 -1.62 -0.35 -0.15
C 3.88 -2.60 -0.82 -0.24
N 4.61 -3.39 -1.21 0.15
C -0.13 -0.60 -0.90 -0.10
C -1.63 -0.78 -0.82 -0.19
C -2.19 -1.92 -0.24 -0.02
C -3.57 -2.03 -0.20 -0.05
C -4.34 -1.00 -0.73 -0.15
N -3.81 0.08 -1.28 0.07
C -2.49 0.18 -1.32 -0.11
H -0.68 -0.48 3.88 0.08
H -1.81 0.82 3.47 0.08
H -2.07 -0.82 2.84 0.08
H -1.10 0.60 1.06 0.08
H 3.05 1.78 0.69 0.10
H 3.47 2.65 -1.59 0.11
H 1.62 3.65 -2.88 0.10
H -0.63 3.81 -1.89 0.11
H -1.05 2.94 0.39 0.11
H 1.23 -2.80 -1.01 0.13
H 1.61 -2.94 0.72 0.13
H 3.30 -1.20 0.59 0.13
H 2.87 -0.81 -1.09 0.12
H 0.22 -1.06 -1.83 0.14
H 0.11 0.47 -0.97 0.10
H -1.57 -2.69 0.17 0.12
H -4.05 -2.89 0.24 0.10
H -5.42 -1.03 -0.72 0.10
H -2.10 1.08 -1.78 0.11
```

The orbital gap is 9.40 eV. The calculation puts the maximum force at 0.66 eV/Å. The energy relative to the best compared isomer or geometry (same formula, charge and spin) is 34.8 kcal per mole. As for the SMILES: C[C@@H](Sc1ccccc1)C(=O)N(CCC#N)Cc1cccnc1. The total energy comes out at -1335.01537 a.u. As for the multiplicity: 1.

5.
# C18H19N9O3S3Ti

C18H19N9O3S3Ti as an isolated structure in a non-equilibrium geometry (ωB97M-V/def2-TZVPD, the OMol25 dataset).

Structure (XYZ):
```
53
Properties=species:S:1:pos:R:3:lowdin_charge:R:1
Ti 0.39 0.21 0.82 0.60
C 5.95 -2.25 -1.14 0.00
C 4.92 -2.57 -0.12 -0.33
N 4.92 -3.60 0.67 0.13
N 3.77 -3.45 1.41 0.02
C 3.06 -2.36 1.09 -0.74
S 1.62 -1.90 1.81 0.72
N 3.80 -1.79 0.10 -0.08
N 3.44 -0.61 -0.53 0.10
H 6.72 -3.01 -1.10 0.09
H 6.40 -1.28 -0.94 0.09
H 5.52 -2.23 -2.14 0.09
H 3.52 -4.12 2.12 0.15
H 3.32 -0.74 -1.53 0.10
H 4.06 0.15 -0.28 0.08
N -6.91 -0.21 -2.98 0.10
C -5.77 -0.01 -2.22 -0.32
C -5.11 1.23 -2.26 -0.02
C -4.00 1.45 -1.47 -0.05
C -3.54 0.43 -0.64 -0.31
C -4.17 -0.80 -0.60 -0.05
C -5.29 -1.01 -1.38 -0.03
S -2.16 0.78 0.36 0.59
O -1.70 -0.53 0.92 -0.39
O -2.52 1.79 1.32 -0.28
N -0.92 1.29 -0.53 -0.18
C -0.56 0.29 -1.54 -0.49
N 0.46 -0.52 -1.07 -0.07
C 0.77 -1.58 -1.88 -0.15
C 0.16 -1.71 -3.12 -0.10
C -0.77 -0.78 -3.52 -0.13
N -1.16 0.24 -2.67 0.13
H -7.03 0.40 -3.78 0.09
H -7.17 -1.16 -3.16 0.09
H -5.47 2.01 -2.91 0.11
H -3.48 2.39 -1.52 0.12
H -3.79 -1.58 0.04 0.11
H -5.80 -1.97 -1.36 0.11
H 1.47 -2.31 -1.49 0.08
H 0.41 -2.55 -3.76 0.10
H -1.26 -0.82 -4.48 0.09
O 0.11 0.81 2.68 -0.30
N 0.65 1.89 3.24 -0.17
C 0.11 2.28 4.42 0.00
C 0.62 3.36 5.08 -0.05
C 1.71 4.03 4.49 -0.07
C 2.22 3.62 3.29 -0.08
C 1.68 2.51 2.61 -0.64
S 2.21 1.91 1.10 0.69
H -0.72 1.68 4.73 0.14
H 0.19 3.66 6.01 0.11
H 2.13 4.89 4.99 0.11
H 3.04 4.14 2.82 0.11
```

The orbital gap (spin up / spin down) is 5.31 / 8.20 eV. The calculation puts the maximum force at 1.34 eV/Å. The energy relative to the best compared isomer or geometry (same formula, charge and spin) is 32.4 kcal per mole. The total energy comes out at -3459.89396 a.u. As for the multiplicity: 3.